one.
Computed, not measured: a cluster of 4 separate species, C2H12NO3 in total, with ωB97M-V/def2-TZVPD.

Computed properties:
Total charge ... +1
LUMO energy ... -4.5 eV

Element x y z (Å)
C: -1.14 0.31 -1.78
C: 0.34 -1.51 -1.03
N: 0.00 -0.30 -1.13
H: -0.93 1.34 -2.04
H: -1.38 -0.18 -2.73
H: -2.01 0.24 -1.12
H: 0.00 -2.25 -1.76
H: 0.93 -1.82 -0.17
H: 0.73 0.37 -0.79
H: -1.12 0.56 1.34
H: -2.43 0.75 2.18
O: -2.08 0.44 1.34
H: 2.83 1.55 -0.84
H: 1.68 2.36 -0.29
O: 1.90 1.46 -0.57
H: 1.63 -0.77 2.92
H: 0.25 -1.31 2.91
O: 0.84 -0.76 2.37

=====

two.
Computed, not measured: a cluster of 3 separate species, C2H12NO3 in total, with ωB97M-V/def2-TZVPD.

Computed properties:
Total charge ... +1
LUMO energy ... -3.0 eV

Element x y z (Å)
C: -0.21 1.20 1.73
O: 1.01 1.88 1.32
C: -0.13 -0.18 1.12
N: 0.16 -0.23 -0.39
H: -0.35 1.11 2.77
H: -1.06 1.71 1.41
H: 1.53 2.18 2.17
H: -1.03 -0.76 1.14
H: 0.72 -0.60 1.52
H: -0.70 0.04 -1.02
H: 0.93 0.43 -0.51
H: 0.48 -1.26 -0.47
H: 1.88 -3.30 -0.36
H: 1.12 -3.05 -1.83
O: 1.30 -2.63 -0.94
H: -1.63 1.73 -2.95
H: -2.37 0.54 -2.48
O: -1.67 1.17 -2.23

=====

three.
Computed, not measured: a cluster of 4 separate species, C2H12NO3 in total, with ωB97M-V/def2-TZVPD.

Computed properties:
Total charge ... +1
LUMO energy ... -2.8 eV

Element x y z (Å)
C: 0.54 1.36 0.06
C: -0.32 1.68 -0.90
N: 0.14 0.87 1.42
H: 1.58 1.22 -0.07
H: -0.10 2.05 -1.91
H: -1.40 1.47 -0.77
H: -0.98 0.85 1.58
H: 0.55 -0.06 1.48
H: 0.59 1.55 2.07
H: 1.72 -2.35 1.38
H: 1.25 -2.13 -0.02
O: 1.41 -1.63 0.81
H: 0.86 -2.50 -3.29
H: 1.92 -3.44 -2.66
O: 1.42 -2.64 -2.49
H: -2.96 1.68 0.49
H: -3.50 0.85 1.62
O: -2.71 1.17 1.21

=====

four.
Computed, not measured: a cluster of 4 separate species, C2H12NO3 in total, with ωB97M-V/def2-TZVPD.

Computed properties:
Total charge ... +1
LUMO energy ... -2.8 eV

Element x y z (Å)
C: 1.21 1.87 -0.15
C: 1.55 2.35 -1.32
N: 0.05 0.88 -0.11
H: 1.84 1.89 0.73
H: 2.40 3.02 -1.44
H: 1.04 1.95 -2.18
H: -0.75 1.45 0.14
H: 0.41 0.16 0.54
H: -0.06 0.58 -1.08
H: 0.37 -0.96 2.64
H: -0.77 -1.75 2.00
O: -0.20 -0.98 1.87
H: -1.67 -3.67 3.32
H: -2.32 -3.78 1.92
O: -1.92 -3.16 2.54
H: -0.02 -0.60 -3.31
H: -0.49 0.75 -3.88
O: 0.03 0.35 -3.17

=====

Relative stability in kcal/mol, measured from the most stable structure: one 10.1; two 1.9; three 3.6; four 0.0

=====

one.
Computed, not measured: a structure of composition C26H16BaBrCl5N3O3, with ωB97M-V/def2-TZVPD.

Computed properties:
Total charge ... -1
LUMO energy ... 1.6 eV

Element x y z (Å)
Ba: 1.17 1.84 -0.89
C: 3.65 -0.03 1.28
O: 2.45 -0.39 0.60
C: 2.17 -1.71 0.46
C: 2.94 -2.75 0.92
C: 2.49 -4.06 0.73
Br: 3.57 -5.48 1.36
C: 1.31 -4.34 0.10
C: 0.51 -3.28 -0.38
C: 0.95 -1.96 -0.20
O: 0.26 -0.89 -0.61
C: -0.76 -3.49 -1.04
N: -1.52 -2.52 -1.49
C: -2.64 -3.11 -2.02
C: -3.77 -2.53 -2.59
C: -4.76 -3.38 -3.04
C: -4.65 -4.77 -2.92
C: -3.53 -5.36 -2.35
C: -2.54 -4.50 -1.90
N: -1.32 -4.72 -1.28
H: 4.52 -0.44 0.77
H: 3.61 -0.38 2.32
H: 3.67 1.06 1.25
H: 3.87 -2.57 1.44
H: 1.00 -5.37 -0.02
H: -0.62 -1.18 -0.98
H: -3.86 -1.45 -2.66
H: -5.66 -2.96 -3.49
H: -5.45 -5.39 -3.28
H: -3.45 -6.43 -2.25
H: -0.94 -5.61 -1.02
Cl: 4.88 6.86 4.12
C: 4.30 5.73 2.95
C: 3.27 4.85 3.27
Cl: 2.57 4.89 4.85
C: 2.80 3.95 2.33
Cl: 1.52 2.86 2.69
C: 3.35 3.87 1.02
O: 2.92 3.02 0.19
C: 4.39 4.79 0.73
Cl: 5.08 4.71 -0.85
C: 4.85 5.69 1.67
Cl: 6.13 6.78 1.27
N: -0.68 3.02 -1.08
C: -1.90 2.84 -0.63
C: -3.08 3.60 -0.93
C: -4.33 3.28 -0.43
C: -4.56 2.20 0.42
C: -3.44 1.43 0.77
C: -2.19 1.74 0.29
H: -2.97 4.45 -1.59
H: -5.16 3.91 -0.72
H: -5.54 1.98 0.79
H: -3.54 0.59 1.44
H: -1.36 1.10 0.62

=====

two.
Computed, not measured: a structure of composition C26H16BaBrCl5N3O3, with ωB97M-V/def2-TZVPD.

Computed properties:
Total charge ... -1
LUMO energy ... 1.5 eV

Element x y z (Å)
Ba: -0.70 -0.01 0.95
C: 2.79 0.86 0.21
O: 2.23 -0.45 0.06
C: 3.03 -1.53 -0.02
C: 4.41 -1.53 -0.03
C: 5.07 -2.76 -0.03
Br: 6.97 -2.76 -0.03
C: 4.41 -3.96 -0.05
C: 3.00 -3.96 -0.08
C: 2.33 -2.74 -0.05
O: 0.98 -2.59 0.02
C: 2.31 -5.24 -0.16
N: 2.80 -6.37 0.29
C: 1.86 -7.34 0.00
C: 1.88 -8.71 0.25
C: 0.79 -9.45 -0.15
C: -0.30 -8.86 -0.79
C: -0.34 -7.50 -1.05
C: 0.75 -6.76 -0.64
N: 1.05 -5.41 -0.72
H: 3.45 0.90 1.08
H: 1.92 1.52 0.36
H: 3.35 1.14 -0.69
H: 4.97 -0.61 -0.02
H: 4.92 -4.91 -0.04
H: 0.56 -3.36 0.41
H: 2.73 -9.15 0.75
H: 0.78 -10.52 0.02
H: -1.13 -9.48 -1.10
H: -1.19 -7.04 -1.54
H: 0.57 -4.75 -1.30
Cl: -7.96 0.38 0.28
C: -6.31 -0.06 0.07
C: -5.39 0.87 -0.43
Cl: -5.92 2.44 -0.88
C: -4.05 0.53 -0.56
Cl: -2.90 1.67 -1.15
C: -3.55 -0.74 -0.19
O: -2.30 -1.02 -0.22
C: -4.52 -1.67 0.27
Cl: -3.96 -3.25 0.67
C: -5.86 -1.33 0.41
Cl: -6.98 -2.49 1.02
N: 0.52 2.15 0.42
C: -0.05 3.33 0.47
C: 0.58 4.49 -0.16
C: 0.03 5.74 -0.14
C: -1.19 6.00 0.51
C: -1.83 4.94 1.15
C: -1.29 3.67 1.13
H: 1.53 4.31 -0.65
H: 0.54 6.56 -0.64
H: -1.62 7.00 0.51
H: -2.77 5.11 1.66
H: -1.81 2.86 1.65

=====

three.
Computed, not measured: a structure of composition C26H16BaBrCl5N3O3, with ωB97M-V/def2-TZVPD.

Computed properties:
Total charge ... -1
LUMO energy ... 2.1 eV

Element x y z (Å)
Ba: -0.45 -1.88 -0.20
C: -2.84 0.47 1.55
O: -1.45 0.13 1.59
C: -0.67 0.84 2.46
C: -1.13 1.91 3.21
C: -0.23 2.55 4.06
Br: -0.86 4.00 5.11
C: 1.09 2.17 4.16
C: 1.55 1.10 3.38
C: 0.67 0.44 2.54
O: 1.07 -0.66 1.79
C: 2.98 0.76 3.48
N: 3.79 1.32 4.35
C: 5.02 0.75 4.10
C: 6.25 0.97 4.73
C: 7.34 0.25 4.27
C: 7.23 -0.66 3.21
C: 6.02 -0.88 2.57
C: 4.93 -0.16 3.04
N: 3.61 -0.13 2.66
H: -3.29 0.34 2.54
H: -3.30 -0.23 0.85
H: -2.98 1.49 1.18
H: -2.15 2.25 3.15
H: 1.78 2.68 4.81
H: 0.99 -1.52 2.32
H: 6.33 1.67 5.55
H: 8.30 0.40 4.74
H: 8.11 -1.20 2.88
H: 5.93 -1.58 1.76
H: 3.16 -0.67 1.94
Cl: -6.14 -3.05 -1.76
C: -4.92 -2.14 -2.58
C: -4.83 -0.73 -2.15
Cl: -6.35 0.06 -1.85
C: -3.69 -0.05 -2.07
Cl: -3.72 1.68 -1.81
C: -1.85 -1.69 -3.11
O: -1.00 -2.47 -2.58
C: -2.94 -2.06 -4.15
Cl: -2.18 -3.09 -5.39
C: -4.16 -2.72 -3.52
Cl: -4.44 -4.38 -3.89
N: -2.40 -0.51 -2.26
C: -1.84 -0.25 -3.61
C: -0.79 0.72 -3.89
C: -0.58 1.07 -5.16
C: -1.42 0.53 -6.24
C: -2.49 -0.24 -6.03
C: -2.94 -0.56 -4.64
H: -0.17 1.09 -3.08
H: 0.22 1.75 -5.42
H: -1.15 0.79 -7.26
H: -3.09 -0.60 -6.85
H: -3.90 -0.07 -4.45

=====

Relative stability in kcal/mol, measured from the most stable structure: one 0.0; two 28.1; three 95.3

=====

one.
Computed, not measured: the molecule C3H10N2S2, with ωB97M-V/def2-TZVPD.

Computed properties:
SMILES ... NC[C@H](N)CSS
LUMO energy ... 0.2 eV

Element x y z (Å)
N: -2.55 1.80 -1.05
C: -2.30 0.72 0.05
C: -0.91 0.11 -0.24
N: -0.83 -0.84 -1.36
C: -0.32 -0.42 1.26
S: 1.33 -1.11 1.05
S: 2.20 0.30 -0.28
H: -2.07 1.32 -1.85
H: -3.63 1.83 -1.15
H: -2.20 1.19 1.02
H: -3.12 -0.03 0.12
H: -0.22 0.97 -0.42
H: -0.37 -1.71 -1.13
H: -0.27 -0.49 -2.14
H: -0.16 0.60 1.90
H: -1.12 -1.04 1.62
H: 1.36 1.13 0.32

=====

two.
Computed, not measured: a cluster of 2 separate species, C3H10N2S2 in total, with ωB97M-V/def2-TZVPD.

Computed properties:
SMILES ... [H]/N=C/N.CSSC
LUMO energy ... 0.6 eV

Element x y z (Å)
H: -0.97 0.40 1.50
N: -1.80 -0.16 1.34
C: -1.56 -0.97 0.39
N: -2.48 -1.83 -0.13
H: -0.59 -1.02 -0.11
H: -3.36 -1.88 0.36
H: -2.12 -2.71 -0.47
C: 0.10 1.89 -1.42
S: 1.93 1.89 -1.17
S: 2.24 -0.15 -0.82
C: 2.28 -0.27 0.99
H: -0.07 1.18 -2.22
H: -0.37 1.67 -0.47
H: -0.14 2.89 -1.77
H: 1.28 -0.26 1.42
H: 2.77 -1.22 1.21
H: 2.87 0.55 1.38

=====

Relative stability in kcal/mol, measured from the most stable structure: one 35.8; two 0.0

=====

one.
Computed, not measured: a structure of composition C29H23BrClF3N10O5STc, with ωB97M-V/def2-TZVPD.

Computed properties:
2S+1 ... 4
<S²> ... 3.771
LUMO energy (alpha / beta) ... -0.3 / -1.7 eV

Element x y z (Å)
Tc: 1.24 1.29 0.26
N: 3.90 -0.34 1.84
C: 2.73 -0.25 2.55
N: 2.53 -0.83 3.72
N: 1.29 -0.44 4.06
N: 0.77 0.32 3.17
N: 1.68 0.46 2.16
C: 4.11 0.23 0.61
N: 5.23 0.08 -0.05
N: 5.01 0.73 -1.22
N: 3.86 1.25 -1.26
N: 3.22 0.98 -0.07
H: 4.58 -1.02 2.14
O: 1.04 6.69 3.47
C: 1.10 5.55 2.78
C: 0.39 4.40 3.12
C: 0.54 3.28 2.34
N: 1.34 3.23 1.25
C: 2.03 4.34 0.95
Br: 3.20 4.30 -0.50
C: 1.94 5.51 1.67
H: 0.45 6.60 4.23
H: -0.26 4.36 3.98
H: 0.03 2.37 2.60
H: 2.52 6.38 1.39
O: -0.77 1.29 0.74
S: -1.75 0.21 0.16
C: -2.00 -0.93 1.48
C: -1.91 -2.27 1.14
C: -2.07 -3.22 2.14
C: -2.30 -2.81 3.45
C: -2.37 -1.46 3.77
C: -2.22 -0.50 2.78
C: -3.28 1.10 0.15
C: -3.41 2.32 0.80
C: -4.64 2.96 0.75
C: -5.70 2.39 0.06
C: -5.54 1.18 -0.60
C: -4.32 0.53 -0.57
H: -1.68 -2.56 0.13
H: -2.00 -4.27 1.90
H: -2.41 -3.55 4.23
H: -2.52 -1.16 4.80
H: -2.24 0.55 3.02
H: -2.57 2.75 1.32
H: -4.77 3.91 1.25
H: -6.65 2.90 0.02
H: -6.36 0.75 -1.15
H: -4.18 -0.41 -1.09
C: 1.14 -2.53 -5.43
C: 0.88 -3.58 -4.40
C: -0.03 -4.61 -4.63
C: -0.26 -5.57 -3.66
Cl: -1.42 -6.83 -3.97
C: 0.43 -5.56 -2.46
C: 1.35 -4.55 -2.22
C: 1.56 -3.57 -3.18
O: 2.48 -2.56 -2.95
C: 1.92 -1.38 -2.43
C: 1.71 -1.41 -0.93
O: 2.19 -2.19 -0.16
O: 0.87 -0.44 -0.54
H: 0.79 -2.85 -6.41
H: 2.20 -2.30 -5.50
H: 0.63 -1.60 -5.19
H: -0.57 -4.65 -5.56
H: 0.26 -6.34 -1.73
H: 1.91 -4.51 -1.30
H: 0.96 -1.14 -2.91
H: 2.61 -0.56 -2.63
F: 0.09 3.49 -1.39
C: 0.56 2.22 -1.59
F: -0.52 1.55 -2.10
F: 1.44 2.29 -2.60

=====

two.
Computed, not measured: a structure of composition C29H23BrClF3N10O5STc, with ωB97M-V/def2-TZVPD.

Computed properties:
2S+1 ... 4
<S²> ... 3.776
LUMO energy (alpha / beta) ... -0.4 / -1.9 eV

Element x y z (Å)
Tc: -0.21 -0.18 0.10
N: -2.61 2.24 0.80
C: -1.37 2.35 1.37
N: -0.99 3.34 2.16
N: 0.29 3.05 2.46
N: 0.68 1.98 1.90
N: -0.36 1.48 1.18
C: -2.93 1.28 -0.13
N: -4.09 1.17 -0.72
N: -3.94 0.11 -1.55
N: -2.77 -0.39 -1.47
N: -2.06 0.35 -0.57
H: -3.31 2.92 1.05
O: 3.59 1.94 -4.64
C: 2.86 1.64 -3.56
C: 3.28 0.76 -2.57
C: 2.43 0.51 -1.51
N: 1.23 1.09 -1.35
C: 0.88 1.96 -2.29
Br: -0.72 2.93 -2.08
C: 1.63 2.26 -3.41
H: 4.44 1.48 -4.62
H: 4.24 0.26 -2.61
H: 2.72 -0.20 -0.76
H: 1.28 2.98 -4.14
O: 0.09 -1.33 -1.81
S: -0.49 -2.61 -1.19
C: -1.54 -3.40 -2.38
C: -1.24 -3.32 -3.74
C: -2.08 -3.95 -4.63
C: -3.19 -4.65 -4.18
C: -3.48 -4.70 -2.82
C: -2.65 -4.06 -1.91
C: 0.85 -3.74 -1.00
C: 0.74 -4.68 0.01
C: 1.80 -5.56 0.21
C: 2.93 -5.48 -0.58
C: 3.03 -4.51 -1.58
C: 1.98 -3.63 -1.79
H: -0.38 -2.75 -4.07
H: -1.87 -3.90 -5.70
H: -3.85 -5.14 -4.88
H: -4.36 -5.23 -2.47
H: -2.89 -4.06 -0.85
H: -0.13 -4.71 0.65
H: 1.74 -6.30 1.00
H: 3.75 -6.16 -0.42
H: 3.92 -4.44 -2.18
H: 2.05 -2.85 -2.54
C: 4.63 -1.00 6.21
C: 5.10 -0.11 5.10
C: 6.15 0.78 5.29
C: 6.56 1.60 4.25
Cl: 7.86 2.73 4.52
C: 5.95 1.55 3.01
C: 4.92 0.65 2.81
C: 4.49 -0.16 3.85
O: 3.47 -1.06 3.71
C: 2.38 -0.68 2.90
C: 2.48 -1.22 1.48
O: 3.41 -1.83 1.04
O: 1.41 -0.95 0.73
H: 5.30 -0.94 7.07
H: 4.56 -2.04 5.89
H: 3.63 -0.71 6.54
H: 6.64 0.84 6.25
H: 6.29 2.20 2.21
H: 4.45 0.58 1.84
H: 2.28 0.41 2.84
H: 1.47 -1.07 3.35
F: -1.94 -0.36 2.49
C: -1.33 -1.20 1.63
F: -0.57 -2.03 2.39
F: -2.32 -1.99 1.14

=====

Relative stability in kcal/mol, measured from the most stable structure: one 0.0; two 11.7